1.
ORCA calculation (ωB97M-V/def2-TZVPD) on a cluster of 10 separate species, C32H60BBr4O28S6 in total.

Structure (XYZ):
```
131
Properties=species:S:1:pos:R:3:lowdin_charge:R:1
O -1.64800 -2.27750 -1.40400 0.12
C -0.73583 -1.66053 -0.91447 -0.41
O -0.65456 -1.35861 0.31431 0.25
B 0.70881 -0.81402 0.58807 -0.80
O 1.42912 -1.11449 -0.71773 0.27
C 0.61742 -1.33824 -1.60072 -0.53
O 0.91040 -1.51502 -2.71629 0.16
O 1.28688 -1.30721 1.79275 0.15
C 1.22921 -0.38797 2.82703 -0.25
O 1.33807 -0.48550 4.07992 0.10
C 1.00120 0.94482 2.10204 -0.38
O 0.71131 0.71790 0.80597 0.19
O 1.08685 1.98519 2.72569 0.12
Br 4.46551 1.98298 2.08465 0.63
C 4.11414 1.85112 4.07907 -0.63
C 5.11918 1.02868 4.84115 -0.63
Br 4.65459 1.17005 6.75285 0.61
H 3.12636 1.39086 4.10223 0.01
H 4.12946 2.89724 4.38485 0.05
H 6.11349 1.46013 4.72589 0.06
H 5.04400 -0.05053 4.70797 0.03
Br 1.19429 -4.48647 2.20485 0.57
C 2.78168 -3.63657 3.21325 -0.60
C 3.97240 -4.62315 3.15710 -0.64
Br 5.52206 -3.62539 3.92639 0.57
H 2.53324 -3.43709 4.25565 0.06
H 3.10833 -2.67221 2.82413 0.04
H 4.08511 -4.80694 2.08863 0.05
H 4.08251 -5.55697 3.70842 0.04
O 4.47046 3.61629 -2.54156 -0.31
S 3.21702 2.86829 -2.51032 0.68
O 2.39787 2.82825 -1.27522 -0.31
O 2.22024 3.26082 -3.76920 -0.30
C 1.90004 4.68143 -3.86627 -0.21
C 0.32605 4.73212 -4.10405 -0.06
C 3.54237 1.10954 -3.13767 -0.09
H 2.42842 5.15184 -4.69550 0.11
H 2.06799 5.32023 -2.99919 0.11
H -0.36799 4.03366 -3.63653 0.06
H 0.09729 4.55997 -5.15577 0.05
H -0.12637 5.72031 -4.02115 0.07
H 3.60857 1.32065 -4.20499 0.06
H 2.68261 0.49913 -2.86142 0.04
H 4.48206 0.71059 -2.75565 0.05
O 1.41491 4.29254 7.31922 -0.28
S 0.33563 3.51581 6.79928 0.67
O -0.83243 3.07987 7.60605 -0.34
O -0.22923 4.39457 5.52436 -0.27
C -1.34340 3.86466 4.83768 -0.28
C -2.01211 5.07570 4.07215 -0.05
C 0.97659 2.08153 5.84384 -0.12
H -2.11643 3.38773 5.44023 0.11
H -0.99243 3.20598 4.04328 0.10
H -2.41180 5.76154 4.81913 0.07
H -2.92660 4.84490 3.52577 0.05
H -1.28551 5.57916 3.43444 0.06
H 1.54234 2.45563 4.99058 0.04
H 0.14110 1.42895 5.59052 0.07
H 1.76130 1.59816 6.42582 0.02
O 5.96824 -4.07477 -2.64709 -0.30
S 4.85135 -3.80364 -3.50385 0.69
O 4.96856 -3.83420 -4.96805 -0.32
O 3.49114 -4.64744 -2.94171 -0.25
C 2.58357 -5.16703 -3.88179 -0.29
C 1.93903 -6.40006 -3.26966 -0.08
C 4.36971 -1.99691 -3.15654 -0.09
H 3.06856 -5.58856 -4.76225 0.11
H 1.89462 -4.38874 -4.20994 0.13
H 1.33714 -6.30051 -2.36639 0.07
H 2.63523 -7.17128 -2.94006 0.08
H 1.24785 -6.82105 -3.99982 0.06
H 5.32972 -1.48178 -3.12356 0.06
H 3.86971 -1.99743 -2.18798 0.06
H 3.67963 -1.77094 -3.96946 0.06
O -2.28282 5.09420 -0.72550 -0.29
S -2.88266 3.95276 -0.03220 0.69
O -2.97975 3.81906 1.39155 -0.29
O -4.44707 3.85713 -0.63231 -0.29
C -5.25923 2.73772 -0.65706 -0.29
C -6.67735 2.84278 0.01536 -0.05
C -2.01522 2.48983 -0.83466 -0.07
H -4.63581 1.89718 -0.35219 0.10
H -5.33382 2.71304 -1.74423 0.12
H -7.32764 2.10310 -0.45164 0.06
H -7.05608 3.86391 -0.02884 0.07
H -6.68116 2.66802 1.09125 0.07
H -0.95916 2.57768 -0.57947 0.07
H -2.19663 2.56395 -1.90690 0.06
H -2.39121 1.55583 -0.41707 0.05
O -5.88004 -2.92697 -1.95457 -0.30
S -6.42695 -3.04066 -0.59226 0.71
O -7.80253 -3.40840 -0.24196 -0.32
O -5.46708 -4.04776 0.30384 -0.29
C -4.02747 -4.11712 -0.03796 -0.25
C -3.18897 -4.71910 1.11165 -0.04
C -6.11545 -1.42171 0.45348 -0.08
H -3.73160 -3.07506 -0.15908 0.08
H -3.82420 -4.45520 -1.05409 0.09
H -2.11962 -4.63228 0.91915 0.07
H -3.53550 -5.75082 1.17126 0.07
H -3.53373 -4.11996 1.95443 0.08
H -5.06017 -1.15234 0.49719 0.05
H -6.43995 -1.56351 1.48435 0.06
H -6.56497 -0.51739 0.04333 0.04
O -2.18651 -4.88605 -5.62180 -0.33
S -3.21959 -4.38382 -4.70936 0.70
O -4.62561 -4.22702 -5.10969 -0.31
O -3.22818 -5.30586 -3.31698 -0.26
C -1.99720 -5.82698 -2.90406 -0.32
C -1.75810 -7.14584 -3.58481 -0.07
C -2.52962 -2.72724 -4.19686 -0.08
H -1.89817 -5.83608 -1.81861 0.12
H -1.18233 -5.17650 -3.22178 0.10
H -1.89566 -7.12732 -4.66593 0.07
H -2.49727 -7.81114 -3.13860 0.08
H -0.74038 -7.53469 -3.55099 0.06
H -2.60772 -2.08359 -5.07305 0.07
H -1.48901 -2.99535 -4.01427 0.05
H -3.12090 -2.30571 -3.38394 0.06
C 1.35815 5.30469 2.31222 -0.05
C 0.63256 5.73404 1.23287 -0.02
C 1.23969 6.41284 0.07817 -0.47
O 0.64684 7.13923 -0.77410 -0.09
C 2.68279 6.23450 0.04942 -0.07
C 3.40116 5.61576 1.04991 -0.02
C 2.76676 5.26766 2.39411 -0.51
O 3.45483 5.18607 3.39697 -0.04
H 0.83497 4.87575 3.15406 0.08
H -0.44385 5.65604 1.19223 0.07
H 3.24612 6.88600 -0.60220 0.09
H 4.47023 5.46267 1.04293 0.08
```

Output
Kohn-Sham gap (alpha / beta)	3.77 / 6.18	eV
spin multiplicity	2
expectation value of S²	0.77
HOMO energy (alpha / beta)	-0.799 / -3.201	eV
charge	-2
LUMO level (alpha / beta)	3.0 / 3.0	eV



2.
ORCA calculation (ωB97M-V/def2-TZVPD) on a structure of composition C32H60BN5O8SSi4TeV.

Structure (XYZ):
```
113
Properties=species:S:1:pos:R:3:lowdin_charge:R:1
V 1.00761 0.42506 -0.91631 0.70
C -0.02574 4.60834 -5.77658 -0.04
O 0.03634 3.33551 -6.41372 -0.03
C 0.10570 2.23704 -5.66656 -0.25
C 0.21933 1.02505 -6.36683 0.04
C 0.30973 -0.15293 -5.67645 0.01
C 0.33030 -0.18693 -4.27134 -0.08
C 0.51472 -1.44988 -3.54436 -0.31
C 0.25172 -2.73397 -4.27448 0.02
O 0.91585 -1.51071 -2.37344 0.01
C 0.21799 1.02922 -3.59694 -0.23
O 0.25448 1.04062 -2.24899 -0.20
C 0.08353 2.22551 -4.27474 0.08
H -0.05503 5.33689 -6.57942 0.11
H 0.85817 4.78074 -5.15951 0.09
H -0.93079 4.70696 -5.17337 0.10
H 0.22814 1.05624 -7.44734 0.14
H 0.41049 -1.07251 -6.23604 0.12
H -0.69152 -2.69466 -4.81792 0.10
H 0.24226 -3.55997 -3.56778 0.09
H 1.04927 -2.90962 -5.00038 0.11
H -0.03433 3.13320 -3.69957 0.10
C 5.33850 0.29128 -3.19352 0.02
O 5.01549 -0.37931 -1.94930 0.04
C 3.80646 -0.22377 -1.49560 -0.56
O 2.92616 0.46893 -2.02307 -0.03
N 3.59527 -0.85365 -0.31231 0.10
N 2.24295 -0.95969 0.06333 -0.02
H 6.39103 0.09727 -3.35961 0.11
H 5.15651 1.35874 -3.10416 0.10
H 4.74119 -0.12139 -4.00227 0.10
H 4.25199 -1.56048 -0.00878 0.18
H 2.16228 -1.06899 1.09215 -0.04
H 1.82011 -1.79245 -0.36829 0.13
O -0.25003 0.74927 1.68023 -0.45
N -0.15796 0.13424 0.44110 -0.09
C -1.74563 0.73581 4.45642 -0.20
Si -1.40625 2.36570 3.59615 0.46
C -1.25269 3.70979 4.89455 -0.21
C -2.78704 2.82066 2.42017 -0.20
Si 0.69108 1.93017 2.48095 0.42
Te 1.90013 2.59222 0.17177 1.04
Si 2.77868 2.51228 3.82789 0.40
C 4.20110 2.86135 2.66166 -0.27
C 2.13289 4.09262 4.59351 -0.21
C 3.37749 1.37140 5.17626 -0.24
Si 0.10270 4.33126 -0.46561 0.32
C -1.50541 3.50328 -0.93616 -0.18
C -0.03299 5.40096 1.05246 -0.21
C 0.91979 5.25875 -1.86565 -0.23
H -2.61967 0.81353 5.10684 0.05
H -0.88827 0.44706 5.07191 0.02
H -1.92368 -0.05770 3.72800 0.03
H -2.26060 4.04358 5.15913 0.04
H -0.69547 4.58798 4.56840 0.02
H -0.78937 3.33133 5.80812 0.03
H -3.74975 2.68386 2.91876 0.05
H -2.78162 2.19087 1.52850 0.02
H -2.72548 3.86628 2.11319 0.03
H 5.11178 3.01077 3.24817 0.05
H 4.03712 3.76189 2.06869 0.01
H 4.38995 2.03391 1.97405 0.00
H 1.59114 4.72592 3.88626 0.02
H 2.97572 4.67749 4.97430 0.05
H 1.47469 3.88677 5.43783 0.02
H 3.63860 0.39030 4.78987 -0.03
H 2.63429 1.26177 5.96982 0.03
H 4.27814 1.80195 5.62475 0.05
H -2.29421 3.77648 -0.23505 0.03
H -1.41570 2.41768 -0.93691 0.01
H -1.83276 3.81236 -1.93140 0.04
H -0.51976 4.88507 1.88255 0.00
H -0.60672 6.30346 0.82473 0.06
H 0.96029 5.71604 1.38193 0.04
H 1.46616 4.59341 -2.53655 0.02
H 1.64046 5.97256 -1.46105 0.04
H 0.18787 5.82186 -2.45035 0.04
C -0.99595 -2.91049 5.05379 -0.05
N -0.07809 -2.32396 4.09146 -0.02
C 1.03895 -1.68960 4.41399 -0.83
N 1.32965 -1.51767 5.71109 0.14
S 2.09580 -1.07252 3.22829 0.69
H -1.80473 -3.39333 4.51374 0.09
H -1.42948 -2.14889 5.70654 0.09
H -0.49039 -3.66097 5.66416 0.10
H -0.32446 -2.33379 3.11094 0.09
H 0.81798 -1.99400 6.43539 0.11
H 2.23555 -1.14716 5.94307 0.09
C -3.70088 -5.29291 -3.58009 -0.06
C -3.41045 -5.89989 -2.20615 -0.56
C -4.73183 -6.42154 -1.62165 -0.04
C -2.43839 -7.07553 -2.39413 -0.04
C -2.78813 -4.88940 -1.24368 -0.15
C -2.56194 -5.25714 0.08865 -0.01
C -2.00980 -4.39307 1.02795 0.03
C -1.66788 -3.13859 0.58236 -0.17
O -1.07245 -2.08490 1.28119 0.18
B -0.90826 -1.09349 0.32553 -0.69
O -1.39795 -1.47157 -0.90674 0.20
C -1.86524 -2.76510 -0.72697 -0.16
C -2.42783 -3.60565 -1.65829 0.07
H -4.17639 -6.04258 -4.21188 0.09
H -2.78061 -4.98246 -4.08210 0.08
H -4.37692 -4.43847 -3.50635 0.09
H -5.21290 -7.09020 -2.33694 0.09
H -5.41688 -5.59899 -1.40846 0.10
H -4.57700 -6.98496 -0.70114 0.08
H -2.87500 -7.80680 -3.07635 0.09
H -2.22869 -7.57551 -1.44784 0.08
H -1.49309 -6.73439 -2.82193 0.09
H -2.81986 -6.25705 0.41031 0.12
H -1.86072 -4.69652 2.05585 0.12
H -2.59090 -3.26280 -2.67023 0.12
```

Output
Kohn-Sham gap (alpha / beta)	6.20 / 6.72	eV
spin multiplicity	2
expectation value of S²	0.78
HOMO energy (alpha / beta)	-12.287 / -12.326	eV
charge	+2
LUMO level (alpha / beta)	-6.1 / -5.6	eV



In order of appearance, E_tot = -437344.7860, -133985.8490 eV.